Entry from the OMol25 dataset: 7 unconnected molecules or ions with the total composition C30H70N4O13 (wB97M-V/def2-TZVPD).

Element x y z (Å)
C1 -5.9256 -2.8951 2.1855
C2 -5.0769 -3.0007 1.0027
O1 -5.4664 -3.3668 -0.1351
N1 -3.8160 -2.7789 1.1888
C3 -2.8266 -2.8265 0.1494
H1 -6.8771 -2.3655 2.2338
H2 -5.3259 -2.5827 3.0404
H3 -6.2565 -3.9148 2.3826
H4 -3.6566 -2.3428 2.0857
H5 -3.0274 -1.9413 -0.4540
H6 -2.7943 -3.7626 -0.4081
H7 -1.8263 -2.6171 0.5284
C4 -2.5544 2.0924 -2.6241
C5 -3.5093 2.4838 -3.7051
O2 -3.1890 2.6841 -4.8495
N2 -4.7915 2.5756 -3.3187
C6 -5.9207 2.9138 -4.1629
H8 -2.6799 1.0571 -2.3071
H9 -2.8048 2.7531 -1.7941
H10 -1.5436 2.3618 -2.9303
H11 -5.0304 2.3945 -2.3543
H12 -5.5113 3.5613 -4.9382
H13 -6.6820 3.3474 -3.5146
H14 -6.2404 2.0191 -4.6972
C7 1.5396 -0.8382 -3.7938
C8 0.2380 -1.5133 -4.0626
O3 0.0747 -2.0180 -5.1863
N3 -0.6210 -1.6718 -3.0580
C9 -1.8615 -2.4324 -3.2487
H15 2.3412 -1.5762 -3.8250
H16 1.5127 -0.3912 -2.8001
H17 1.8412 -0.1254 -4.5613
H18 -0.4746 -1.1065 -2.2339
H19 -2.2832 -2.3955 -4.2531
H20 -2.6964 -2.1325 -2.6153
H21 -1.6223 -3.4524 -2.9478
C10 -1.5405 0.8902 0.9087
C11 -0.3789 0.9776 -0.0533
O4 -0.0990 -0.0244 -0.7122
N4 0.3510 2.0582 -0.1539
C12 1.4896 2.1870 -0.9677
H22 -2.3499 1.5980 0.7295
H23 -1.1144 1.1821 1.8685
H24 -1.8525 -0.1500 1.0021
H25 0.0474 2.8563 0.3855
H26 2.0533 1.2697 -1.1373
H27 2.1689 2.9461 -0.5800
H28 1.0608 2.4941 -1.9216
C13 -5.1270 -0.0321 -0.9706
O5 -5.3368 1.4027 -0.8151
C14 -5.7324 1.9006 0.4512
C15 -5.4063 3.4091 0.5782
O6 -3.9836 3.5897 0.6529
C16 -3.5231 4.9307 0.9342
C17 -2.0603 4.7142 1.1086
O7 -1.6947 3.7204 2.1568
C18 -0.4202 3.9046 2.7978
H29 -6.0639 -0.5649 -0.8080
H30 -4.5517 -0.3276 -0.0932
H31 -4.6187 -0.3646 -1.8758
H32 -5.4014 1.2728 1.2785
H33 -6.8194 1.8306 0.4905
H34 -5.9396 3.8677 1.4108
H35 -5.6188 3.9741 -0.3294
H36 -4.1511 5.3989 1.6921
H37 -3.6750 5.5138 0.0259
H38 -1.5491 5.6032 1.4782
H39 -1.5760 4.4142 0.1793
H40 0.3374 4.2781 2.1088
H41 -0.1321 2.9182 3.1612
H42 -0.6123 4.7364 3.4755
C19 2.3999 0.0666 3.4776
O8 2.2515 1.4615 3.0708
C20 3.3158 1.9592 2.1888
C21 3.4523 3.5123 1.9627
O9 3.4568 4.2003 3.1513
C22 4.6936 4.3180 3.9204
C23 5.9189 4.9445 3.2054
O10 6.6207 4.0671 2.3149
C24 7.8986 4.5337 2.0018
H43 3.4198 -0.2202 3.7339
H44 2.1797 -0.6555 2.6914
H45 1.8242 -0.0948 4.3890
H46 3.3124 1.4491 1.2255
H47 4.2695 1.6204 2.5934
H48 2.5729 3.8403 1.4084
H49 4.3704 3.7000 1.4060
H50 5.0073 3.3738 4.3656
H51 4.4113 4.8446 4.8320
H52 6.5949 5.1528 4.0347
H53 5.4915 5.7836 2.6563
H54 7.9299 5.6084 1.8223
H55 8.2441 4.0953 1.0656
H56 8.4803 4.1878 2.8562
C25 2.4525 -2.4069 0.0578
O11 2.3618 -3.3205 -0.9620
C26 1.4149 -4.3620 -0.9281
C27 1.9728 -5.5360 -0.0946
O12 3.1484 -6.0948 -0.5937
C28 3.3179 -7.4513 -0.2201
C29 4.7992 -7.9559 -0.4358
O13 5.2031 -8.0616 -1.7926
C30 6.6432 -8.0949 -1.9485
H57 2.3980 -2.8544 1.0502
H58 1.6649 -1.6539 0.0860
H59 3.3443 -1.7853 0.1380
H60 1.1252 -4.8015 -1.8826
H61 0.5102 -4.0222 -0.4240
H62 1.2240 -6.3270 -0.1363
H63 2.0688 -5.2554 0.9542
H64 2.6568 -8.1986 -0.6590
H65 3.1306 -7.4447 0.8536
H66 4.9637 -8.9386 0.0061
H67 5.4630 -7.3165 0.1463
H68 6.9777 -8.2101 -2.9795
H69 7.0317 -9.0108 -1.5031
H70 7.1758 -7.2177 -1.5812

Force components x, y, z for each atom (eV/Å):
-0.92 -0.64 1.92
-2.56 -1.10 -4.52
-0.11 0.55 1.70
2.35 0.52 2.20
0.51 1.11 -0.13
0.32 0.48 -0.89
-0.18 0.01 0.20
0.15 -0.23 0.19
0.93 -0.13 -0.26
0.07 -0.44 -0.82
-0.42 0.22 0.02
-0.06 -0.28 0.45
0.16 0.90 0.50
-0.66 -0.44 -0.14
0.72 0.33 -1.36
-0.90 0.09 1.28
1.40 -0.38 -0.43
0.24 0.03 -0.11
0.08 -0.24 0.49
-0.01 -0.52 -0.11
0.31 -0.21 0.00
-0.52 0.45 0.06
-0.12 0.05 -0.50
-0.54 -0.01 0.12
0.51 0.43 0.78
0.70 -1.22 -2.76
-0.34 0.38 0.99
-1.26 0.45 0.22
0.21 -0.24 0.46
-0.18 -0.28 0.22
0.31 0.23 -0.02
-0.54 0.15 0.03
-0.15 -0.11 0.23
0.69 -0.02 -0.14
0.41 0.47 0.33
-0.34 -0.31 -0.41
0.72 0.62 0.68
-1.22 -2.36 -0.40
0.27 -0.40 -0.32
-0.56 1.49 2.28
0.50 0.44 -1.62
-0.06 -0.14 -0.21
-0.23 0.02 0.29
-0.11 0.20 -0.37
0.14 -0.10 0.03
-0.32 -0.12 0.32
-0.16 0.02 -0.07
0.86 0.19 -0.57
-0.64 0.63 2.23
0.78 -0.40 -0.83
-0.84 0.45 -0.56
1.60 -0.40 -0.84
-0.39 -0.15 0.97
-0.91 -1.97 -1.12
2.21 -0.09 2.62
-0.97 0.09 -1.50
-1.36 0.85 -1.07
-0.24 -0.03 -0.58
0.54 -0.21 -0.07
-0.22 0.76 -0.11
0.67 0.20 0.11
-0.38 0.06 0.12
0.04 -0.14 0.29
-1.09 -0.30 -0.26
0.55 -0.09 0.62
0.12 0.38 -0.20
-0.19 0.60 -0.45
-0.27 -0.08 -0.23
0.25 -0.17 -0.29
0.12 0.45 0.52
0.66 -0.42 0.87
0.65 0.90 -0.36
0.81 -0.08 -0.55
0.60 -0.60 0.48
-0.74 -2.17 0.25
0.93 1.40 1.92
-0.22 -1.08 -0.75
-1.02 -0.99 0.32
-2.11 -0.07 -0.14
0.23 -0.21 0.17
0.46 0.60 0.16
-0.71 0.20 -0.23
-0.34 0.14 -0.35
-0.56 0.03 -0.35
0.20 0.04 0.47
0.07 0.28 -0.09
-0.03 -0.26 -0.37
-0.06 -0.66 -0.49
0.02 0.75 -0.45
0.12 0.82 -0.05
0.66 0.57 0.04
0.04 0.22 0.41
-0.08 -0.39 0.19
0.96 0.56 -0.24
-1.01 0.74 2.03
0.83 -0.05 -2.22
0.81 -0.73 1.87
-1.16 -0.31 -0.15
0.80 -0.22 -1.16
1.80 -0.18 0.41
-0.36 0.44 0.16
0.83 0.79 -0.45
-0.52 -0.69 0.03
0.00 -0.53 0.28
-0.60 -0.01 -0.50
0.59 -0.57 -1.00
0.50 0.84 -0.49
-0.32 0.03 0.04
-0.57 -0.02 0.17
0.26 0.14 0.27
-0.48 0.43 -0.52
0.18 -0.63 0.37
-0.60 -0.32 0.33
0.13 0.51 -0.22
-0.89 0.24 -0.34
0.11 0.03 0.61
-0.34 0.13 0.43

## Properties
- HOMO level (eV) = -8.496
- SMILES = COCCOCCOC.COCCOCCOC.COCCOCCOC.CNC(C)=O.CNC(C)=O.CNC(C)=O.CNC(C)=O
- ΔE to the lowest compared entry with this formula, charge and spin (kcal per mole) = 2.8
- DFT total energy (Eh) = -2381.96774

Here are the Löwdin charges for atoms 1 to 8, given in e: C -0.001; C -0.605; O 0.005; N 0.005; C -0.063; H 0.092; H 0.077; H 0.097